The following is a quantum chemistry calculation of C11H15N3O3S in the gas phase, from the Open Molecules 2025 dataset.

Its LUMO energy is 0.199 eV. For the strongest force on any atom, the calculation gives 0.01398 Eh/bohr. The value obtained for the frontier orbital gap is 0.319 Eh. The calculation puts the total energy at -33098.346 eV. Its SMILES is COCCNC(=S)NNc1cccc(C(=O)O)c1.

Positions of all 33 atoms, in Å:
C1 -3.3343 -1.6367 3.8559
O1 -1.9997 -1.2219 3.6743
C2 -1.6889 -0.8185 2.3681
C3 -2.3115 0.5387 1.9779
N1 -1.7711 1.0261 0.7369
C4 -2.2299 0.6247 -0.4605
S1 -3.5940 -0.2724 -0.6886
N2 -1.5341 1.0552 -1.5559
N3 -0.2446 1.5608 -1.4361
C5 0.8516 0.7072 -1.5639
C6 0.7378 -0.6604 -1.3137
C7 1.8558 -1.4732 -1.3728
C8 3.0984 -0.9470 -1.6734
C9 3.2170 0.4184 -1.9218
C10 4.5171 1.0429 -2.2539
O2 4.6714 2.2160 -2.4894
O3 5.5382 0.1740 -2.2717
C11 2.0979 1.2403 -1.8708
H1 -3.6246 -2.3728 3.0982
H2 -3.3787 -2.0937 4.8427
H3 -4.0328 -0.7947 3.8183
H4 -0.5975 -0.7370 2.3405
H5 -2.0088 -1.5777 1.6389
H6 -2.1126 1.2696 2.7643
H7 -3.3903 0.4281 1.8458
H8 -0.8563 1.4567 0.7505
H9 -1.8231 0.6368 -2.4358
H10 -0.1252 2.4719 -1.8656
H11 -0.2246 -1.0883 -1.0749
H12 1.7504 -2.5297 -1.1798
H13 3.9710 -1.5773 -1.7192
H14 6.3597 0.6393 -2.4940
H15 2.2161 2.2948 -2.0707

Here are the Löwdin charges for atoms 1 to 6, given in e: C -0.11; O -0.19; C -0.23; C -0.20; N 0.01; C -0.90